Version i
ORCA calculation (wB97M-V/def2-TZVPD) on the ion C5H11IN with charge +1.

```
18
Properties=species:S:1:pos:R:3:mulliken_charge:R:1
I -4.004 -0.268 -0.238 0.2011
N 0.156 -2.124 -0.025 -0.2297
C -1.281 1.271 -0.606 -0.7041
C 0.688 1.202 1.021 -1.5086
C -0.410 -0.793 0.281 -0.9032
C -2.107 0.001 -1.028 -0.5151
C 0.005 0.558 -0.200 0.5602
H 0.925 2.306 0.830 0.3535
H -1.770 1.970 0.182 0.3655
H -0.062 1.382 1.846 0.3908
H 1.521 0.630 1.417 0.3741
H -1.116 1.886 -1.602 0.2570
H -0.914 -0.718 1.231 0.3513
H 1.026 -2.199 -0.618 0.3847
H -0.400 -2.697 -0.555 0.3245
H -1.889 -0.381 -1.957 0.5110
H 0.638 0.569 -1.107 0.3521
H 0.351 -2.653 0.924 0.4350
```

For the frontier orbital gap (spin up / spin down), the calculation gives 0.2889 / 0.2952 hartree. The net charge is +1.

Version ii
ORCA calculation (wB97M-V/def2-TZVPD) on the ion C5H11IN with charge +1.

```
18
Properties=species:S:1:pos:R:3:mulliken_charge:R:1
I 3.121 -0.077 0.005 0.2816
N 0.321 0.682 -1.102 -0.3862
C -1.188 0.908 -0.602 -0.6813
C 0.435 -1.698 -0.528 -1.4879
C 0.992 -0.397 0.101 0.1591
C -1.135 0.675 0.918 -0.4751
C 0.330 0.259 1.304 -0.8040
H -1.311 1.985 -0.805 0.3754
H -1.810 0.234 -1.047 0.3510
H 0.167 0.116 -1.926 0.3133
H 1.038 1.418 -1.301 0.3996
H 0.333 -0.446 2.123 0.4235
H -1.759 -0.103 1.250 0.3328
H 1.020 -2.091 -1.299 0.4164
H 0.806 1.026 1.792 0.4977
H -1.361 1.533 1.554 0.3620
H 0.590 -2.452 0.234 0.4043
H -0.587 -1.575 -0.669 0.5179
```

The SMILES is C[C@]1(I)CCC[NH2+]1. For the frontier orbital gap, the calculation gives 0.3785 hartree. The net charge is +1.

Quick one: most stable of them? version ii

Version i
ORCA calculation (wB97M-V/def2-TZVPD) on the molecule C18H18N2O4.

```
42
Properties=species:S:1:pos:R:3:mulliken_charge:R:1
O -1.117 -2.957 2.320 -0.5001
O 0.311 0.280 -1.081 -0.5752
O -0.607 -0.450 1.606 -0.6612
O 0.819 -2.779 1.211 -0.6362
N -1.887 -1.257 -0.052 -0.1024
N 0.254 2.038 0.345 -0.0520
C -1.269 -2.570 -0.014 -0.2067
C -1.400 -0.254 0.699 0.2802
C -1.341 -3.118 -2.491 -1.3968
C 4.524 1.965 0.144 -0.6637
C -1.682 3.484 0.279 -0.3012
C -0.379 -2.690 1.232 0.4246
C 0.892 1.036 -0.328 0.7111
C 3.168 2.086 -0.099 -0.3099
C 2.902 -0.287 0.222 -0.3930
C 4.257 -0.396 0.481 -0.6944
C -1.135 2.208 0.360 0.0098
C -0.455 -2.840 -1.284 -0.0668
C -1.981 1.096 0.436 0.5013
C 5.068 0.726 0.439 -0.4160
C 2.352 0.960 -0.061 0.0472
C -3.054 3.653 0.250 -0.5664
C -3.356 1.279 0.386 -0.4492
C -3.893 2.551 0.288 -0.7672
H 2.752 3.054 -0.349 0.4791
H 2.259 -1.152 0.269 0.3182
H -2.068 -3.316 0.099 0.4349
H 0.813 2.706 0.855 0.3027
H 0.175 -1.970 -1.472 0.0418
H 6.127 0.637 0.635 0.3798
H -1.026 4.340 0.237 0.4097
H -1.946 -2.250 -2.745 0.3458
H -2.004 -3.960 -2.299 0.3503
H -0.542 -2.994 3.099 0.3959
H -0.726 -3.358 -3.354 0.4057
H -4.006 0.420 0.458 0.5101
H 0.196 -3.696 -1.097 0.4053
H 5.157 2.839 0.104 0.3920
H -2.397 -1.033 -0.892 0.3894
H -3.469 4.648 0.192 0.3845
H -4.964 2.684 0.255 0.4075
H 4.678 -1.362 0.714 0.4310
```

The SMILES is CC[C@H](NC(=O)c1ccccc1NC(=O)c1ccccc1)C(=O)O. For the frontier orbital gap, the calculation gives 0.3548 hartree. The net charge is 0.

Version ii
ORCA calculation (wB97M-V/def2-TZVPD) on the molecule C18H18N2O4.

```
42
Properties=species:S:1:pos:R:3:mulliken_charge:R:1
O 6.105 -0.737 -0.772 -0.6200
O 6.133 0.791 0.739 -0.6288
O -3.597 -3.042 0.591 -0.4681
O -0.691 -1.491 -1.348 -0.6623
N 5.554 0.013 0.007 0.9933
N -0.026 -0.079 0.311 0.3102
C -2.607 -1.005 1.452 -0.8378
C 3.413 -0.895 -0.748 -0.6084
C -2.579 -2.536 1.414 -0.7919
C -3.427 -1.100 -0.888 -0.8037
C -0.962 -0.756 -0.431 -0.3979
C 3.454 0.824 0.952 -0.4758
C 2.080 0.788 1.011 -0.6174
C 4.121 -0.021 0.070 -0.1615
C -2.753 3.845 -0.343 -0.3535
C 2.037 -0.930 -0.689 -0.3913
C -2.943 1.871 1.015 0.1015
C -2.335 3.063 -1.407 -1.0799
C 1.355 -0.087 0.193 0.6531
C -2.226 1.693 -1.259 -0.0800
C -3.424 -2.625 -0.746 -0.5946
C -2.389 -0.436 0.039 2.0285
C -3.054 3.245 0.865 -0.9259
C -2.535 1.076 -0.048 -0.8299
H -1.855 -0.646 2.157 0.3606
H -1.893 1.093 -2.093 0.4039
H -0.389 0.578 0.991 0.2052
H 3.956 -1.539 -1.423 0.4588
H -4.414 -0.713 -0.624 0.4039
H 4.025 1.494 1.575 0.4748
H -3.184 1.434 1.971 0.4012
H -2.766 -2.944 2.410 0.4527
H -2.841 4.915 -0.455 0.4120
H -3.379 3.845 1.703 0.4058
H -3.219 -0.848 -1.927 0.3692
H -3.595 -0.704 1.804 0.5008
H -2.484 -3.028 -1.144 0.3056
H -1.595 -2.888 1.064 0.3281
H 1.552 1.441 1.691 0.3928
H -4.260 -3.054 -1.301 0.4317
H 1.481 -1.601 -1.321 0.5349
H -2.092 3.521 -2.354 0.4000
```

The SMILES is O=C(Nc1ccc([N+](=O)[O-])cc1)C1(c2ccccc2)CCOCC1. For the frontier orbital gap, the calculation gives 0.3202 hartree. The net charge is 0.

Quick one: most stable of them? version i